Entry 1:
108
Properties=species:S:1:pos:R:3:mulliken_charge:R:1 method="wB97M-V/def2-TZVPD" spin_multiplicity=6 orbital_gap_ev="2.75 / 5.41" charge=-2 e_lumo_ev="4.05 / 4.04" e_tot_ha=-5280.7396
Mn -17.483 7.114 11.816 -0.60
O -24.010 7.238 13.280 -0.65
C -22.839 7.220 12.978 0.56
S -21.526 7.901 14.005 -0.13
C -20.276 7.449 12.887 -0.62
C -20.486 6.484 11.976 0.75
S -19.214 5.587 11.213 -0.81
S -22.161 6.303 11.512 -0.28
S -18.783 8.291 13.304 -0.65
S -14.655 10.486 11.081 -0.43
C -14.147 9.615 12.486 -0.96
C -14.890 8.511 12.752 0.33
C -16.022 8.383 11.912 0.09
C -15.968 9.315 10.906 1.08
C -16.825 9.104 9.749 0.33
C -16.838 9.850 8.539 -0.87
C -17.598 9.414 7.466 -0.44
C -18.330 8.233 7.545 -1.10
C -18.379 7.595 8.804 -0.20
N -17.598 7.941 9.862 0.44
H -13.311 9.967 13.048 0.51
H -14.654 7.782 13.512 0.24
H -16.224 10.757 8.501 0.30
H -17.622 9.961 6.520 0.33
H -18.846 7.804 6.696 0.38
H -19.097 6.792 8.980 0.36
O -19.367 13.686 11.881 -0.59
C -18.358 12.747 11.877 0.07
O -18.003 12.203 10.883 -0.46
C -17.866 12.356 13.301 1.32
N -18.682 13.058 14.304 -0.62
C -17.800 13.633 15.340 -0.59
C -16.478 13.891 14.559 -0.68
C -16.414 12.782 13.530 -0.52
H -18.054 11.270 13.351 -0.31
H -19.437 12.543 14.682 0.23
H -19.547 14.013 12.830 0.42
H -17.727 12.815 16.087 0.25
H -18.303 14.486 15.806 0.32
H -15.611 13.828 15.244 0.38
H -16.557 14.890 14.119 0.26
H -15.914 11.921 13.982 0.09
H -15.918 12.981 12.580 0.44
C -16.722 5.430 17.896 -1.61
C -16.890 6.381 16.655 0.52
C -15.474 6.673 16.075 -1.09
C -17.964 5.708 15.743 0.33
C -19.273 6.045 16.082 -0.95
C -20.361 5.280 15.616 -1.17
C -20.125 4.102 14.918 -0.50
C -18.838 3.812 14.416 0.50
C -18.635 2.549 13.611 2.57
C -18.329 1.299 14.439 -1.64
C -19.877 2.222 12.749 -1.66
C -17.778 4.709 14.729 0.03
N -16.526 4.578 14.010 0.65
B -16.127 5.308 12.817 1.18
N -14.761 4.769 12.622 0.86
C -14.535 3.684 13.467 -0.80
C -15.554 3.616 14.373 -0.95
C -13.785 5.109 11.649 0.02
C -12.496 5.569 12.067 0.39
C -11.551 5.958 11.132 -0.59
C -11.927 6.041 9.782 -1.36
C -13.159 5.530 9.329 -1.11
C -14.055 4.967 10.275 0.26
C -15.305 4.251 9.760 2.81
C -15.436 2.769 10.196 -1.44
C -15.296 4.233 8.244 -2.16
C -12.028 5.661 13.517 1.78
C -11.124 4.508 13.934 -1.65
C -11.300 6.977 13.882 -1.60
H -16.383 5.989 18.789 0.35
H -16.108 4.562 17.704 0.34
H -17.702 5.052 18.141 0.44
H -17.382 7.355 16.992 0.55
H -14.803 5.801 16.136 0.21
H -15.020 7.531 16.604 0.47
H -15.630 6.944 15.021 -0.34
H -19.473 6.822 16.796 0.31
H -21.383 5.594 15.864 0.44
H -20.986 3.467 14.681 0.17
H -17.757 2.733 12.929 -1.02
H -19.119 1.060 15.163 0.32
H -17.350 1.325 14.960 0.27
H -18.224 0.457 13.742 0.45
H -20.664 1.843 13.423 0.39
H -19.775 1.450 12.011 0.40
H -20.237 3.101 12.219 0.33
H -13.682 3.016 13.351 0.35
H -15.761 2.927 15.184 0.43
H -10.604 6.344 11.458 0.34
H -11.236 6.489 9.028 0.24
H -13.448 5.555 8.300 0.52
H -16.147 4.823 10.172 -1.27
H -14.496 2.269 10.048 0.37
H -16.202 2.298 9.598 0.47
H -15.745 2.679 11.247 0.06
H -14.367 3.809 7.815 0.42
H -15.436 5.243 7.797 0.41
H -16.174 3.695 7.856 0.44
H -12.917 5.643 14.170 -0.61
H -10.139 4.570 13.489 0.40
H -11.581 3.577 13.641 0.38
H -10.991 4.482 15.059 0.36
H -10.222 6.957 13.648 0.43
H -11.444 7.209 14.959 0.37
H -11.753 7.868 13.349 0.29


Entry 2:
101
Properties=species:S:1:pos:R:3:mulliken_charge:R:1 method="wB97M-V/def2-TZVPD" spin_multiplicity=2 orbital_gap_ev="7.94 / 4.95" de_lowest_ev=0.907 charge=+2 e_lumo_ev="-5.61 / -8.60" e_tot_ha=-7711.6044
Ir 0.505 0.267 0.623 1.72
Se 1.116 1.111 2.900 -0.10
P -0.971 0.703 3.574 0.15
Se -1.814 -0.221 1.814 -0.48
C -0.731 -0.406 4.964 1.14
C -1.406 -1.622 5.022 -0.37
C -1.247 -2.437 6.132 -0.88
C -0.417 -2.042 7.172 -0.50
C 0.254 -0.826 7.116 -0.76
C 0.097 -0.001 6.016 -0.34
C -1.780 2.210 4.082 1.22
C -3.145 2.349 3.840 -0.43
C -3.800 3.478 4.302 -0.80
C -3.097 4.462 4.985 -0.47
C -1.734 4.327 5.212 -0.81
C -1.069 3.198 4.764 -0.52
H -2.058 -1.922 4.210 0.43
H -1.776 -3.379 6.187 0.45
H -0.295 -2.683 8.034 0.42
H 0.896 -0.520 7.930 0.44
H 0.615 0.950 5.987 0.31
H -3.691 1.589 3.295 0.43
H -4.861 3.591 4.126 0.45
H -3.615 5.343 5.339 0.43
H -1.189 5.099 5.737 0.44
H -0.004 3.100 4.941 0.28
S 1.344 4.277 -1.174 -0.36
C -0.368 4.232 -0.898 1.14
C -1.293 5.226 -1.199 -0.73
C -2.621 4.977 -0.926 -0.75
C -3.013 3.756 -0.368 -1.23
C -2.096 2.770 -0.067 0.27
C -0.749 3.012 -0.331 -1.35
N 0.348 2.155 -0.142 0.59
C 1.485 2.702 -0.537 0.82
C 2.694 1.934 -0.368 0.46
C 3.979 2.388 -0.662 -0.42
C 5.056 1.560 -0.414 -1.08
C 4.845 0.307 0.156 -0.73
C 3.561 -0.137 0.450 -0.39
C 2.458 0.657 0.155 0.13
H -0.979 6.164 -1.639 0.47
H -3.365 5.728 -1.151 0.47
H -4.062 3.578 -0.171 0.53
H -2.418 1.835 0.356 0.46
H 4.139 3.377 -1.075 0.53
H 6.060 1.892 -0.638 0.47
H 5.694 -0.327 0.379 0.52
H 3.435 -1.111 0.909 0.44
C 3.208 -1.525 -4.655 -0.75
C 2.660 -0.095 -4.534 -1.08
C 2.087 0.163 -3.134 -0.46
C 1.414 -1.125 -2.630 0.07
C 2.524 -2.142 -2.295 -0.18
C 3.690 -2.026 -3.298 -0.94
P 0.095 -0.856 -1.375 -1.29
C -1.423 -0.419 -2.303 0.83
C -1.892 -1.598 -3.216 -0.80
C -1.888 -1.219 -4.694 -0.65
C -2.821 -0.035 -4.959 -0.85
C -2.703 1.039 -3.859 -0.99
C -1.390 0.897 -3.092 0.22
C -0.246 -2.414 -0.464 0.06
C -0.296 -3.784 -1.174 -1.30
C 0.130 -4.908 -0.217 -0.99
C -0.369 -4.631 1.197 -0.84
C 0.313 -3.390 1.805 -0.82
C 0.761 -2.435 0.700 0.16
H 4.016 -1.558 -5.385 0.52
H 2.435 -2.201 -5.033 0.26
H 1.892 0.079 -5.291 0.31
H 3.454 0.630 -4.724 0.46
H 1.415 1.020 -3.148 0.40
H 2.895 0.415 -2.445 -0.07
H 0.819 -1.531 -3.459 1.06
H 2.128 -3.157 -2.310 0.37
H 2.904 -1.960 -1.292 -0.45
H 4.174 -2.998 -3.394 0.55
H 4.449 -1.343 -2.906 0.33
H -2.164 -0.304 -1.501 0.71
H -2.907 -1.876 -2.922 0.40
H -1.288 -2.493 -3.064 0.18
H -2.190 -2.080 -5.290 0.59
H -0.868 -0.979 -5.010 0.02
H -3.850 -0.391 -5.017 0.36
H -2.591 0.397 -5.934 0.37
H -3.533 0.958 -3.150 0.38
H -2.769 2.038 -4.291 0.43
H -1.245 1.745 -2.425 -0.29
H -0.567 0.904 -3.806 0.27
H -1.228 -2.232 -0.013 0.55
H 0.334 -3.797 -2.062 0.30
H -1.317 -3.956 -1.514 0.53
H 1.221 -5.004 -0.211 0.33
H -0.253 -5.859 -0.583 0.55
H -0.194 -5.490 1.844 0.55
H -1.452 -4.482 1.172 0.34
H 1.180 -3.674 2.404 0.54
H -0.384 -2.874 2.467 -0.27
H 1.752 -2.689 0.327 0.35
H 0.961 -1.425 1.217 -0.45


Entry 3:
105
Properties=species:S:1:pos:R:3:mulliken_charge:R:1 method="wB97M-V/def2-TZVPD" spin_multiplicity=8 orbital_gap_ev="6.19 / 6.44" e_lumo_ev="0.36 / 0.36" e_tot_ha=-2850.3609
Eu -0.101 -0.315 -0.918 -0.01
C -3.112 -0.631 1.546 -1.77
C -1.707 -0.392 2.021 1.27
C -1.048 0.813 1.748 -0.70
C 0.241 1.036 2.243 -0.45
C 0.870 0.066 3.010 -0.39
C 0.220 -1.131 3.280 -0.81
C -1.051 -1.358 2.783 -0.24
H -3.633 0.314 1.392 0.34
H -3.669 -1.209 2.279 0.54
H -3.100 -1.214 0.621 0.19
H -1.590 1.632 1.274 0.45
H 0.722 1.993 2.089 0.41
H 1.847 0.256 3.425 0.42
H 0.693 -1.870 3.908 0.43
H -1.564 -2.279 3.020 0.40
C 6.858 1.956 -0.913 -1.65
C 5.462 1.675 -0.351 1.36
C 5.536 1.409 1.156 -1.60
C 4.507 2.822 -0.602 1.11
C 4.808 4.065 -0.062 -0.68
C 3.940 5.131 -0.188 -1.58
C 2.744 4.951 -0.851 -0.77
C 2.414 3.730 -1.426 0.52
C 1.094 3.621 -2.153 2.68
C 1.024 4.594 -3.333 -1.76
C -0.057 3.859 -1.167 -1.39
C 3.307 2.658 -1.312 -0.69
N 3.061 1.419 -1.960 0.16
B 2.063 0.400 -1.749 0.93
N 2.493 -0.610 -2.711 0.64
C 3.615 -0.191 -3.397 -1.11
C 3.958 1.027 -2.941 -0.92
C 1.866 -1.862 -2.935 -0.67
C 1.830 -2.795 -1.872 0.39
C 1.116 -3.977 -2.050 -0.07
C 0.491 -4.256 -3.254 -1.37
C 0.594 -3.367 -4.307 0.16
C 1.260 -2.155 -4.168 0.85
C 1.340 -1.208 -5.347 0.59
C 2.131 -1.857 -6.487 -1.80
C -0.041 -0.777 -5.848 -1.24
C 2.698 -2.613 -0.633 1.39
C 1.928 -2.803 0.680 -1.18
C 3.869 -3.598 -0.698 -1.79
H 7.504 1.092 -0.760 0.46
H 7.318 2.808 -0.418 0.33
H 6.813 2.167 -1.979 0.32
H 5.081 0.767 -0.827 -0.23
H 5.945 2.270 1.680 0.35
H 6.181 0.556 1.356 0.45
H 4.544 1.202 1.556 0.33
H 5.732 4.205 0.476 0.36
H 4.189 6.091 0.238 0.38
H 2.065 5.783 -0.946 0.40
H 0.989 2.605 -2.553 -1.28
H 1.120 5.626 -3.009 0.32
H 0.070 4.491 -3.847 0.45
H 1.822 4.389 -4.044 0.38
H 0.081 4.792 -0.628 0.45
H -0.092 3.038 -0.444 0.08
H -1.013 3.907 -1.687 0.42
H 4.091 -0.801 -4.138 0.55
H 4.766 1.662 -3.248 0.60
H 1.069 -4.703 -1.252 0.48
H -0.060 -5.178 -3.378 0.45
H 0.133 -3.608 -5.251 0.25
H 1.871 -0.306 -5.032 0.11
H 1.615 -2.734 -6.869 0.33
H 3.118 -2.161 -6.145 0.35
H 2.248 -1.149 -7.304 0.49
H -0.618 -1.622 -6.213 0.29
H 0.083 -0.071 -6.667 0.55
H -0.601 -0.288 -5.053 -0.06
H 3.116 -1.597 -0.630 -0.78
H 1.641 -3.842 0.821 0.30
H 1.014 -2.184 0.700 -0.22
H 2.559 -2.514 1.518 0.57
H 3.515 -4.623 -0.748 0.35
H 4.491 -3.490 0.185 0.49
H 4.484 -3.407 -1.572 0.38
N -3.450 1.050 -1.500 -0.07
C -4.159 1.346 -2.600 -0.40
C -3.251 1.670 -3.582 -1.29
C -2.001 1.536 -2.977 -0.14
N -2.131 1.158 -1.704 0.37
H -3.809 0.792 -0.592 0.03
H -5.229 1.299 -2.620 0.48
H -3.459 1.971 -4.587 0.46
H -1.027 1.698 -3.413 0.54
O -2.424 -2.822 -4.448 -0.74
C -2.672 -3.726 -3.490 0.97
C -3.343 -4.900 -3.842 -0.71
C -3.604 -5.872 -2.903 -0.48
C -3.206 -5.694 -1.582 -0.88
C -2.555 -4.538 -1.216 -0.73
C -2.275 -3.538 -2.153 -0.05
C -1.549 -2.329 -1.731 1.50
O -1.243 -1.425 -2.577 -0.48
O -1.258 -2.154 -0.513 -0.48
H -1.880 -2.104 -4.058 0.13
H -3.636 -5.033 -4.871 0.47
H -4.111 -6.780 -3.195 0.41
H -3.399 -6.468 -0.858 0.45
H -2.239 -4.384 -0.194 0.51


Entry 4:
118
Properties=species:S:1:pos:R:3:mulliken_charge:R:1 method="wB97M-V/def2-TZVPD" spin_multiplicity=2 orbital_gap_ev="6.59 / 3.68" charge=+1 e_lumo_ev="-4.09 / -7.00" e_tot_ha=-4303.9994
Sc -0.025 -0.292 0.088 -0.53
C -0.003 -2.879 -2.567 -0.84
C 0.803 -3.173 -1.347 0.46
C 1.420 -4.379 -1.010 -2.14
C 2.052 -4.124 0.188 0.18
N 1.823 -2.850 0.528 0.54
N 1.048 -2.256 -0.406 0.77
B 2.361 -2.143 1.797 0.05
N 1.169 -1.922 2.752 0.00
C 1.093 -2.040 4.087 0.05
C -0.180 -1.700 4.481 -1.99
C -0.840 -1.348 3.297 0.46
C -2.254 -0.881 3.168 -1.24
N -0.012 -1.478 2.257 0.76
N 2.904 -0.728 1.460 0.43
C 4.114 -0.188 1.687 -0.29
C 4.036 1.167 1.450 -1.82
C 2.706 1.395 1.081 0.10
C 2.083 2.708 0.733 -1.23
N 2.030 0.247 1.102 1.31
N 3.439 -3.049 2.368 0.24
C 3.423 -3.996 3.342 -0.23
C 4.596 -4.699 3.268 -1.29
C 5.295 -4.125 2.182 0.75
C 6.623 -4.507 1.620 -1.29
N 4.583 -3.149 1.647 -1.19
H -0.390 -3.805 -2.989 0.47
H -0.831 -2.217 -2.318 -0.13
H 0.613 -2.389 -3.326 0.13
H 1.399 -5.302 -1.562 0.55
H 2.649 -4.777 0.803 0.46
H 1.947 -2.323 4.678 0.95
H -0.576 -1.689 5.482 0.53
H -2.945 -1.690 3.413 0.36
H -2.454 -0.064 3.862 0.36
H -2.460 -0.524 2.163 0.08
H 4.947 -0.794 1.984 0.66
H 4.822 1.897 1.547 0.62
H 2.117 3.381 1.588 0.23
H 2.645 3.190 -0.070 0.57
H 1.052 2.592 0.411 -0.02
H 2.581 -4.127 4.000 0.67
H 4.923 -5.496 3.915 0.46
H 7.189 -5.101 2.334 0.37
H 6.492 -5.094 0.709 0.25
H 7.193 -3.617 1.356 0.33
N -1.870 -1.927 0.069 -0.19
C -2.851 -2.505 0.278 0.09
N -3.912 -3.215 0.540 0.31
C -5.173 -3.053 -0.190 -0.51
C -5.820 -4.425 -0.344 -0.62
O -5.964 -5.067 0.905 -0.38
C -4.716 -5.268 1.540 -0.78
C -4.038 -3.934 1.815 -0.40
H -4.979 -2.608 -1.164 0.39
H -5.840 -2.399 0.379 0.29
H -5.217 -5.044 -1.021 0.32
H -6.822 -4.316 -0.755 0.37
H -4.065 -5.891 0.913 0.35
H -4.917 -5.785 2.476 0.38
H -3.053 -4.075 2.255 0.38
H -4.665 -3.350 2.496 0.31
N -3.725 0.160 -9.273 -0.38
C -3.406 0.187 -8.169 -0.20
C -3.017 0.218 -6.796 0.73
C -2.862 1.449 -6.142 -0.71
C -2.496 1.472 -4.819 -0.52
C -2.279 0.265 -4.119 0.60
C -2.432 -0.968 -4.792 -0.20
C -2.794 -0.989 -6.115 -0.81
C -1.864 0.281 -2.787 0.00
C -1.378 0.269 -1.637 -0.31
H -3.024 2.371 -6.683 0.50
H -2.379 2.416 -4.304 0.61
H -2.257 -1.892 -4.259 0.58
H -2.904 -1.926 -6.643 0.49
C -1.282 5.453 -2.291 -1.39
C -1.013 5.642 -0.822 0.95
C -2.069 5.702 0.085 -0.72
C -1.832 5.808 1.444 -0.79
C -0.523 5.860 1.894 0.17
C 0.544 5.834 1.014 -0.62
C 0.291 5.724 -0.346 -0.22
S -0.204 5.917 3.642 1.24
O -1.137 6.808 4.252 -0.70
O 1.208 6.100 3.817 -0.67
N -0.551 4.380 4.192 -0.31
C 0.466 3.353 3.973 -0.69
C -0.031 1.984 3.486 0.31
C -1.014 1.995 2.283 0.41
O -2.016 2.688 2.348 -0.64
O -0.716 1.235 1.283 0.15
H -2.234 5.900 -2.577 0.50
H -1.334 4.384 -2.520 -0.02
H -0.492 5.894 -2.900 0.38
H -3.089 5.654 -0.277 0.40
H -2.645 5.852 2.156 0.41
H 1.550 5.919 1.403 0.55
H 1.121 5.711 -1.044 0.41
H -1.488 4.087 3.947 0.38
H 0.998 3.186 4.915 0.31
H 1.212 3.753 3.285 0.20
H -0.576 1.478 4.285 0.57
H 0.836 1.379 3.227 -0.53
C 2.031 0.105 -4.213 -1.13
P 2.026 1.192 -2.766 0.98
C 3.748 1.690 -2.525 -1.26
C 1.116 2.696 -3.207 -0.35
O 1.437 0.523 -1.562 -0.37
H 2.531 0.587 -5.053 0.51
H 1.008 -0.141 -4.499 0.17
H 2.565 -0.811 -3.956 0.36
H 4.198 1.945 -3.486 0.47
H 4.309 0.876 -2.066 0.34
H 3.788 2.560 -1.873 0.32
H 1.348 3.031 -4.218 0.52
H 1.368 3.482 -2.496 0.07
H 0.056 2.467 -3.116 -0.24